{
  "formula": "C16H17N2O10P2Ru",
  "method": "the ωB97M-V functional and the def2-TZVPD basis",
  "elements": ["C", "P", "O", "H", "Ru", "H", "H", "H", "C", "O", "H", "O", "C", "C", "H", "H", "H", "N", "H", "C", "C", "C", "O", "O", "C", "H", "C", "H", "H", "H", "H", "H", "C", "P", "O", "C", "H", "C", "C", "O", "O", "O", "C", "H", "O", "C", "N", "C"],
  "xyz": [[-1.95879, 0.15166, 0.86496], [1.24590, -1.69441, -0.63321], [2.20000, 0.63374, 1.44603], [-1.58083, 3.50516, -3.99876], [0.57624, 0.99378, 0.19178], [-3.36426, -3.03460, 3.88576], [-0.77033, -1.82296, 1.94320], [3.81647, -0.97947, -1.24892], [1.67451, 4.43449, -3.73752], [-0.78910, 0.29706, 1.41564], [-6.35509, -0.77503, 1.78486], [4.01184, -0.73528, 2.58057], [2.04466, 3.75888, -2.61743], [1.11047, 2.93630, -1.92799], [3.39459, -3.74275, -0.32967], [3.04484, 3.81933, -2.21274], [-2.26784, 2.12576, -2.27494], [-1.13195, 1.35624, -0.76561], [-5.72997, -2.46356, 3.49092], [-0.23603, 2.83692, -2.44761], [-4.32889, -0.36741, 1.25911], [-2.96576, -0.64003, 1.51332], [1.15723, -0.23611, -1.20032], [1.69056, -1.57183, 2.74237], [-4.95575, -1.95484, 2.93125], [2.39982, 5.05468, -4.24807], [-0.56693, 3.57847, -3.62697], [4.09677, -3.25736, 1.22347], [1.45330, -1.18437, 3.59716], [2.38798, -3.72733, 1.12986], [-4.56955, 0.38384, 0.52027], [0.75400, -3.26958, -2.00012], [2.83627, -1.77405, 0.30305], [2.64517, -0.75945, 1.80646], [0.13507, -2.11018, 0.25031], [-3.63996, -2.27406, 3.16886], [4.73832, -0.30476, 2.10391], [-1.26706, 2.10155, -1.85646], [-2.62148, -1.63800, 2.45106], [-1.37351, -2.05673, 2.67434], [1.49554, -2.66538, -1.85291], [1.53080, 2.34441, -0.86827], [0.35229, 4.34967, -4.25887], [0.09329, 4.90449, -5.14901], [3.93662, -1.08050, -0.29793], [3.19994, -3.22172, 0.60636], [-2.23467, 0.77973, -0.29585], [-5.31474, -1.00438, 1.96429]],
  "forces_ev_per_angstrom": [[-0.32, 0.51, -0.88], [0.01, 0.04, 0.27], [-0.08, -0.31, 0.05], [0.01, 0.00, -0.02], [-0.52, 1.54, -0.96], [0.02, 0.00, 0.00], [-0.05, -0.06, 0.04], [-0.06, 0.02, 0.00], [0.02, 0.03, -0.13], [0.48, 0.08, 0.51], [0.00, 0.01, -0.01], [0.08, 0.01, -0.14], [-0.14, 0.15, 0.04], [-0.27, 0.05, -0.65], [0.03, 0.01, 0.00], [0.01, 0.02, 0.00], [0.01, 0.11, 0.02], [0.74, 0.44, -0.16], [0.00, 0.00, 0.00], [0.36, 0.00, -0.30], [0.10, 0.01, -0.04], [-0.12, -0.18, 0.08], [0.14, -1.07, -0.33], [0.05, 0.06, 0.07], [-0.07, 0.03, -0.03], [0.00, -0.02, 0.00], [-0.03, -0.18, 0.30], [0.01, -0.01, -0.01], [-0.03, -0.01, -0.02], [0.00, 0.02, -0.01], [-0.01, 0.00, 0.00], [0.05, 0.00, -0.04], [0.05, 0.03, 0.02], [0.09, -0.03, -0.13], [0.03, 0.18, -0.08], [0.09, 0.09, -0.05], [-0.06, 0.02, 0.04], [0.00, -0.57, 0.39], [-0.19, -0.04, -0.04], [0.19, -0.01, 0.02], [0.04, 0.20, -0.19], [-0.73, -0.62, 1.38], [0.27, -0.01, 0.18], [-0.02, 0.00, -0.01], [-0.02, -0.09, -0.05], [-0.05, -0.06, 0.10], [-0.17, -0.34, 0.72], [0.06, -0.05, 0.04]],
  "de_lowest_kcal_mol": 15.6,
  "charge": 1,
  "orbital_gap_ev": [4.7, 4.8],
  "lumo_ev": [-6.3, -6.2],
  "multiplicity": 1,
  "total_energy_ev": -61480.496
}

{
  "formula": "C7H15BNOP",
  "method": "the ωB97M-V functional and the def2-TZVPD basis",
  "elements": ["H", "H", "H", "B", "C", "H", "C", "H", "O", "C", "C", "H", "C", "H", "H", "P", "H", "H", "H", "H", "H", "H", "H", "N", "C", "C"],
  "xyz": [[-1.11651, -1.40797, -2.03216], [-0.33587, -3.23426, -0.68595], [-2.50802, -2.32044, -1.11313], [-2.08247, 0.94427, -0.50797], [-1.63830, -1.64082, -1.09428], [1.83891, 0.05307, 1.98533], [1.29521, 0.94664, 1.55969], [0.02164, -1.05680, 1.18425], [1.12634, 1.98269, -0.53081], [-2.10252, 2.35607, -0.02597], [-0.74226, -2.36340, -0.14067], [-1.23966, 2.85062, -0.16204], [1.02836, 0.93600, 0.07485], [-1.42877, -2.58015, 0.65939], [1.82197, 1.79036, 1.85838], [3.08643, -0.08783, -0.61563], [1.21755, -2.29956, 0.71754], [3.28237, 1.10355, 0.14713], [-2.11346, 2.27711, 1.12131], [0.28597, 0.99040, 2.06623], [-2.96965, 3.01695, -0.28294], [2.92349, 0.32829, -1.91624], [0.65943, -0.31651, -1.43456], [-1.90534, -0.27748, -0.62246], [1.08960, -0.40893, -0.50794], [0.50555, -1.58186, 0.29867]],
  "forces_ev_per_angstrom": [[-0.54, -1.06, -0.29], [-0.85, -0.25, 0.45], [-0.12, 0.93, -0.90], [0.17, -0.88, 0.11], [0.21, 2.06, 0.03], [-0.64, 0.67, -0.70], [-1.98, -1.86, 1.23], [1.20, -0.60, -0.56], [-0.24, 1.31, -1.73], [-3.71, 0.21, 2.80], [1.65, -0.04, -1.87], [3.15, 1.79, -1.09], [0.20, -2.04, 2.38], [0.55, -0.65, 0.85], [0.89, 1.76, 0.31], [2.43, -0.14, 0.01], [0.30, 0.34, -0.20], [0.33, -0.74, -0.28], [-0.30, -0.01, -1.37], [0.97, -0.14, -0.25], [0.74, -0.74, 0.02], [0.07, 0.40, -0.73], [-0.18, -0.21, -2.89], [-0.74, -1.71, -0.46], [-2.16, 0.03, 2.28], [-1.39, 1.58, 2.84]],
  "orbital_gap_ev": [5.4, 6.7],
  "s_squared": 2.01,
  "lumo_ev": [0.6, -2.7],
  "multiplicity": 3,
  "total_energy_ev": -20998.324
}

{
  "formula": "C4H10OS",
  "method": "the ωB97M-V functional and the def2-TZVPD basis",
  "elements": ["S", "C", "C", "H", "H", "O", "H", "H", "H", "H", "H", "H", "C", "H", "C", "H"],
  "xyz": [[2.78447, -1.58615, -1.75749], [1.04280, 0.28413, -0.56144], [-1.55836, 0.12616, 1.46065], [-2.43971, -1.29675, 2.36752], [1.02331, -0.37587, -2.81341], [-2.67478, -0.65982, 1.74328], [1.75249, 1.05572, -0.44381], [-2.57822, 2.04029, 1.30969], [-0.58384, -0.28170, 1.64209], [-1.03033, 1.87270, 0.40773], [-0.00407, 0.67284, -0.40765], [0.93651, -0.26611, 0.43655], [1.12130, -0.75698, -1.75071], [0.52984, -1.58461, -1.54988], [-1.75646, 1.39697, 1.07187], [3.43505, -0.64082, -1.15497]],
  "forces_ev_per_angstrom": [[-0.62, -0.77, -0.46], [-3.34, -2.41, 1.12], [-2.17, 1.08, -0.01], [0.50, -1.81, 1.62], [-0.42, -0.11, 1.58], [0.56, 2.20, -0.96], [0.92, 0.70, -0.41], [-0.98, -0.50, -0.28], [0.18, -0.64, -0.53], [0.23, 0.12, 1.03], [1.17, 0.16, -1.42], [1.33, 0.11, -1.35], [2.54, 2.35, -0.15], [-1.72, -1.13, 0.14], [1.15, -0.27, -0.43], [0.67, 0.92, 0.52]],
  "de_lowest_kcal_mol": 55.8,
  "orbital_gap_ev": 9.7,
  "lumo_ev": 0.7,
  "smiles": "C=CO.CCS",
  "multiplicity": 1,
  "total_energy_ev": -17190.407
}

{
  "formula": "C4H11NO",
  "method": "the ωB97M-V functional and the def2-TZVPD basis",
  "elements": ["H", "H", "H", "O", "H", "C", "C", "H", "H", "N", "C", "H", "H", "H", "H", "H", "C"],
  "xyz": [[1.90927, -0.00644, -0.65535], [-1.63534, 0.81849, -0.63565], [0.92455, -2.04097, 0.01969], [-0.17835, 0.71684, -2.18443], [-2.79948, -0.48830, -0.30520], [-1.85531, -0.04950, 0.00506], [0.90467, 1.27411, 0.69601], [-0.22847, -0.60904, -1.41047], [2.29451, -0.35482, 1.05655], [0.50835, -1.19441, 0.38567], [1.49221, -0.10531, 0.35869], [1.71021, 1.94386, 0.99415], [0.29209, 1.65399, -0.11020], [0.32578, 1.16998, 1.61705], [-1.13728, -1.95862, -0.52646], [-1.84562, 0.21318, 1.05859], [-0.68180, -0.98304, -0.36370]],
  "forces_ev_per_angstrom": [[0.01, -0.30, 0.04], [-0.73, 0.05, 0.64], [0.17, -0.09, 0.31], [-0.03, -2.51, 1.22], [0.05, -0.11, 0.12], [1.53, 0.66, -0.59], [0.17, -0.88, 1.15], [-0.07, 1.90, -1.99], [-0.07, -0.06, -0.09], [-0.75, 0.81, -0.66], [0.01, 0.74, -0.02], [0.08, 0.15, -0.49], [0.13, 0.19, -0.04], [-0.28, 0.08, -0.09], [0.40, -0.17, -0.71], [-0.11, -0.04, 0.04], [-0.50, -0.43, 1.15]],
  "de_lowest_kcal_mol": 155.7,
  "orbital_gap_ev": 7.8,
  "lumo_ev": -2.0,
  "multiplicity": 1,
  "total_energy_ev": -7857.803
}